# C42H48BBiBr3F4N9O3

C42H48BBiBr3F4N9O3 as an isolated structure (ωB97M-V/def2-TZVPD, the OMol25 dataset).

Electronic energy   -291407.44201 eV
F_max   0.2 eV/Å
E_HOMO   -0.282 Ha
Orbital gap   7.77 eV

Geometry (Å):
N -3.028 0.555 -1.886
C -3.024 -0.539 -2.837
C 0.141 1.480 1.927
C -5.392 -3.134 1.920
H 4.654 3.703 1.024
H -2.846 4.042 -3.243
C -2.894 -0.235 2.037
H -8.560 -4.221 1.393
C -1.951 1.390 -1.796
C 4.053 -5.167 0.329
C -3.574 -1.425 1.543
C 2.379 3.336 4.376
F -1.303 -1.086 4.115
C 0.093 2.073 -3.696
H 3.235 3.140 5.009
H -1.481 3.236 2.052
H -0.925 2.154 -4.060
N 1.935 0.726 -0.757
H 5.373 -0.674 -0.187
H 0.259 5.843 3.501
C 2.514 -3.271 0.318
H -0.825 3.235 -0.319
O 0.906 0.329 1.929
C 2.439 -3.404 -1.108
H 3.931 1.758 2.249
H -7.382 -6.395 1.328
H 4.569 3.900 -0.737
C 2.674 1.743 -2.837
H 0.055 1.885 0.905
Bi 0.404 -0.924 0.308
F -0.574 -2.163 2.191
C 1.632 1.336 -2.000
C 3.333 -4.160 0.990
C 3.981 -5.281 -1.028
C 1.810 2.309 3.633
N -1.260 1.263 2.342
H -4.063 3.790 -1.980
C 4.472 3.182 0.082
N 1.646 -2.506 -1.764
H 3.638 -5.151 -3.758
H 3.694 1.569 -2.509
H -0.627 4.077 -1.876
H -4.668 -0.052 -0.770
C 2.100 3.588 -0.199
C 2.444 2.341 -4.064
C -1.350 3.687 -1.152
H 2.173 4.371 0.559
C -6.825 -5.482 1.494
Br 3.506 -3.976 2.856
F -1.293 -3.377 3.993
C 4.307 -0.766 0.052
H -1.936 4.517 -0.753
H 3.756 -1.016 -0.850
N -2.253 2.724 -1.741
C 4.419 0.871 1.859
H -4.178 1.631 -0.519
H 4.262 0.048 2.561
H 2.216 -3.486 -4.908
H 4.184 -1.553 0.790
C -6.775 -3.095 1.755
C 1.840 4.612 4.306
C 2.300 -3.496 -3.830
H -1.241 0.925 3.306
H -5.060 1.169 -1.991
H 5.225 2.410 -0.050
Br -2.820 -2.332 0.066
C 0.140 3.829 2.809
H 0.924 2.965 -5.454
C 2.939 1.269 -0.064
H -2.002 -0.797 -3.094
C 3.182 -4.395 -1.787
N 3.835 0.498 0.584
N -0.742 0.888 -1.730
H 3.276 2.646 -4.684
H -5.021 -1.265 2.987
C 0.307 1.483 -2.444
N 3.137 2.609 0.039
C -5.452 -5.529 1.688
H 0.028 -2.052 -4.463
H 4.671 -5.839 0.907
H -3.667 -4.399 2.074
O 1.886 -2.319 0.965
C -3.292 3.297 -2.577
H 1.315 -0.850 -4.361
H 2.199 4.035 -1.194
O -0.982 4.078 2.069
C 1.135 2.515 -4.492
H -7.292 -2.143 1.797
C 0.709 -1.546 -3.775
Br 4.987 -6.643 -1.886
C 1.577 -2.543 -3.072
C 3.082 -4.412 -3.197
C -7.488 -4.263 1.531
H 1.126 3.127 -0.127
N -1.836 0.261 1.545
C 0.716 2.553 2.822
H -3.755 2.530 -3.190
H 2.281 5.418 4.880
C -4.735 -4.362 1.899
C -4.654 -1.885 2.174
H 2.203 1.301 3.666
C 0.714 4.862 3.533
F 0.697 -2.221 4.124
B -0.597 -2.229 3.667
H -3.311 0.167 2.961
H -3.564 -0.254 -3.749
H -3.513 -1.414 -2.412
H -4.935 -6.480 1.684
H 0.134 -0.973 -3.052
C -4.303 0.850 -1.266
H 5.495 1.051 1.772

Forces on the atoms, in the same order (eV/Å):
N 0.00 0.02 -0.01
C 0.00 -0.02 -0.01
C -0.21 -0.02 0.02
C -0.03 0.01 0.00
H 0.01 0.00 0.00
H 0.00 0.00 0.00
C 0.02 -0.03 -0.01
H 0.00 0.00 0.00
C -0.05 0.02 0.04
C -0.01 0.02 -0.06
C 0.02 0.00 0.01
C 0.02 -0.05 0.00
F 0.02 0.02 -0.05
C -0.05 0.01 0.06
H 0.00 -0.01 0.01
H 0.01 0.05 -0.06
H -0.01 0.00 0.00
N 0.06 0.03 0.00
H 0.00 -0.01 -0.02
H -0.01 0.00 -0.01
C -0.07 -0.03 -0.01
H -0.02 0.00 -0.06
O 0.03 -0.03 -0.04
C 0.01 0.02 0.03
H 0.03 -0.01 0.00
H 0.00 0.00 0.00
H 0.00 0.00 0.00
C -0.01 -0.01 0.03
H 0.01 -0.01 0.03
Bi 0.00 0.02 -0.16
F 0.01 -0.02 0.02
C 0.10 -0.01 0.03
C -0.03 0.02 0.03
C 0.02 -0.02 0.03
C 0.03 0.03 0.02
N 0.14 0.06 -0.03
H -0.01 0.00 0.00
C -0.01 -0.01 -0.01
N 0.03 -0.02 0.11
H 0.00 0.00 0.00
H 0.00 0.01 0.01
H 0.02 0.00 -0.01
H 0.00 0.00 0.00
C -0.02 0.04 -0.01
C -0.05 0.00 -0.01
C 0.03 0.01 0.01
H -0.01 0.00 0.01
C 0.00 0.00 0.00
Br 0.01 -0.01 -0.01
F -0.04 -0.03 -0.02
C 0.02 0.05 -0.07
H 0.00 0.00 -0.01
H -0.01 -0.02 0.01
N 0.03 -0.06 -0.03
C 0.00 -0.01 0.02
H 0.00 -0.01 0.00
H -0.02 0.00 0.00
H 0.00 0.00 0.00
H 0.00 -0.03 0.02
C 0.00 0.00 0.00
C -0.01 0.04 0.00
C 0.01 -0.04 0.01
H -0.02 -0.03 0.01
H 0.00 0.00 0.00
H -0.01 0.00 0.00
Br -0.07 -0.03 -0.02
C 0.12 -0.11 0.03
H 0.01 0.00 0.00
C 0.02 -0.06 0.01
H 0.02 0.00 0.00
C -0.01 -0.02 -0.01
N -0.10 -0.05 0.08
N 0.05 0.00 -0.02
H 0.00 0.00 0.00
H 0.00 0.00 0.00
C -0.07 0.09 0.00
N 0.04 0.05 -0.07
C -0.01 0.00 0.00
H 0.00 0.01 -0.01
H 0.00 0.00 0.00
H 0.00 0.01 0.00
O 0.21 0.13 0.00
C 0.01 0.01 -0.01
H 0.00 0.01 0.01
H 0.00 0.00 0.00
O -0.05 -0.12 0.07
C 0.05 0.01 0.00
H 0.00 0.00 0.00
C -0.02 -0.01 0.01
Br -0.01 0.01 0.00
C -0.02 0.00 -0.02
C -0.02 0.04 -0.01
C 0.00 0.00 0.00
H 0.00 -0.04 0.02
N -0.05 0.06 0.09
C -0.07 0.10 -0.06
H 0.00 0.00 0.00
H 0.00 0.01 -0.01
C 0.02 0.00 0.00
C 0.01 -0.03 0.00
H -0.02 -0.01 0.01
C 0.02 0.02 0.01
F 0.00 0.00 0.02
B -0.01 0.03 0.05
H -0.01 -0.01 0.01
H 0.00 0.00 0.00
H 0.00 0.00 0.00
H 0.00 0.00 0.00
H 0.00 -0.02 -0.02
C -0.02 -0.01 -0.01
H 0.00 0.00 -0.01

Löwdin atomic charge list, values in e, 99 entries: -0.153, -0.072, -0.466, -0.248, 0.097, 0.095, -0.203, 0.101, -0.399, -0.166, -0.591, -0.085, 0.097, -0.039, 0.102, 0.083, 0.113, 0.016, 0.101, 0.116, -0.433, 0.051, -0.340, -0.157, 0.070, 0.101, 0.096, -0.037, 0.091, 1.955, -0.104, -0.254, -0.605, -0.626, -0.030, 0.010, 0.094, -0.039, 0.103, 0.079, 0.118, 0.095, 0.070, -0.026, -0.094, -0.038, 0.106, -0.088, 0.834, 0.138, -0.020, 0.101, 0.084, -0.133, -0.037, 0.096, 0.106, 0.116, 0.072, -0.042, -0.087, -0.011, 0.131, 0.087, 0.089, 0.889, -0.282, 0.101, -0.392, 0.065, -0.189, -0.119, 0.080, 0.100, 0.132, -0.273, -0.113, -0.070, 0.090, 0.096, 0.109, -0.333, -0.052, 0.092, 0.102, 0.029, -0.093, 0.112, -0.021, 0.764, -0.308, -0.023, -0.086, 0.051, -0.020, -0.106, 0.084, 0.101, -0.055